(1)
CHO3PS2 | ωB97M-V with the def2-TZVPD basis set

Its total charge is -2. The total energy is -38154.915 eV.

Last column: natural (NBO) charge in e.
CARTESIAN COORDINATES (ANGSTROEM)
O -0.499 1.314 0.241  -1.0475
P 0.235 2.667 -0.839  2.0982
H 0.010 1.910 0.837  0.4482
O -0.982 3.347 -1.558  -1.1538
S -0.809 -0.012 -2.300  -0.3390
C 0.562 1.116 -2.231  -0.5590
O 1.014 3.319 0.309  -1.1597
S 2.183 0.982 -2.460  -0.2875


(2)
CFOPS | ωB97M-V with the def2-TZVPD basis set

Its total charge is 0. The total energy is -25922.393 eV. Its multiplicity is 3.

Last column: natural (NBO) charge in e.
CARTESIAN COORDINATES (ANGSTROEM)
F -1.077 0.626 -1.414  -0.3114
S -1.619 0.682 1.134  0.2879
C -0.645 0.370 -0.158  -0.2433
P 1.141 -0.239 0.511  1.2328
O 2.183 0.436 -0.229  -0.9659


(3)
C34H44F8N4O3Si | ωB97M-V with the def2-TZVPD basis set

As for the SMILES: CCOCC[Si@@H](CCCO)CCOCC(F)(F)C(F)(F)C(F)(F)C(F)F.c1ccncc1.c1ccncc1.c1ccncc1.c1ccncc1. Its total charge is 0. The total energy is -77681.629 eV.

Last column: Mulliken charge in e.
CARTESIAN COORDINATES (ANGSTROEM)
C 7.598 -1.684 -7.794  -0.2619
N -5.229 3.083 -1.237  -0.1682
H -1.564 -1.391 6.215  0.3491
C -6.120 4.233 -3.626  -0.0524
H -0.984 2.669 5.837  0.3715
C -2.131 -0.275 7.971  -0.5751
C 2.315 -0.931 -2.119  0.6787
C -5.023 4.765 -2.956  -0.8228
H 8.350 -1.625 -8.576  0.3562
C -1.496 -0.923 0.686  -0.2486
F 0.376 -0.176 -3.536  -0.2813
C 5.705 -1.709 -5.831  -0.0039
C -1.642 -0.413 6.682  -0.0567
C -2.962 3.039 1.244  -0.2153
N 8.924 -1.908 -0.539  -0.5498
C -4.437 -0.360 1.914  -0.5533
H 9.245 -2.979 1.194  0.3425
H 7.686 -3.824 -7.595  0.3649
C -3.410 4.474 1.976  -0.9192
H 5.952 -3.849 -5.794  0.3899
F 4.771 0.772 -4.101  -0.1382
H 0.125 -2.117 1.833  0.1591
C 6.265 -2.912 -6.247  -0.5012
N 7.071 -0.501 -7.412  -0.5228
C 7.997 -1.290 -1.304  -0.3859
C -4.456 1.301 2.100  -0.3407
H 5.950 -0.716 -1.633  0.3597
H -2.578 1.151 9.523  0.3583
O -3.080 1.874 2.157  -0.2707
H -5.034 1.557 3.107  0.2200
C 1.886 -0.135 -3.486  0.3743
H -3.241 5.349 1.182  0.3085
F 2.370 -0.920 -4.645  -0.2342
H 4.951 -1.682 -5.052  0.3223
H 6.855 -2.972 1.920  0.3591
F 1.536 2.308 -2.575  -0.2574
C -2.202 1.003 8.514  -0.1239
H -5.138 -4.808 3.944  0.2667
Si -2.656 -1.079 2.263  0.1676
C -6.292 2.590 -1.909  -0.0180
C 3.906 1.754 -3.391  0.0605
C -6.769 3.123 -3.096  -0.7569
H -2.447 -1.143 8.538  0.3455
C 7.155 -2.485 0.999  -0.4245
C -4.185 -3.671 2.183  -0.3343
H -1.817 -1.809 -0.032  0.2991
H 0.586 -0.284 1.650  0.2714
H -1.828 3.099 8.148  0.3507
H -1.629 0.125 0.139  0.1589
C 6.650 -1.228 -0.983  -0.0039
C -2.746 -2.985 2.647  -0.7608
H -4.543 4.425 2.344  0.2455
N -1.234 0.623 5.918  -0.3432
C -1.316 1.853 6.472  -0.2216
H -4.659 -3.143 1.242  0.2542
C -1.787 2.091 7.753  -0.4461
F 3.774 -1.027 -1.878  -0.0790
H 0.637 0.331 -1.033  0.2987
H -4.756 -0.674 0.810  0.3097
H -5.268 -0.829 2.618  0.3289
H -6.829 -3.578 2.271  0.3296
H 8.378 -0.830 -2.211  0.3832
C -4.618 4.160 -1.778  0.0264
H -6.466 4.680 -4.554  0.3754
H 4.090 2.809 -3.914  0.2702
H -5.100 1.740 1.210  0.1876
O -6.581 -3.407 3.227  -0.5370
H -3.931 -4.800 1.890  0.3223
C 8.481 -2.491 0.596  -0.2644
H -1.816 3.172 0.948  0.1930
C 0.107 -1.194 1.078  -0.4468
F 4.308 1.905 -1.960  -0.2549
F 1.906 1.943 -4.903  -0.2822
H -4.496 5.630 -3.343  0.3389
H 5.176 -1.813 0.475  0.3918
H 2.323 0.104 -0.033  0.3100
C 6.225 -1.839 0.191  -0.2353
C 7.230 -2.904 -7.248  -0.2963
H -7.626 2.684 -3.594  0.3525
H -2.595 -3.227 3.802  0.3557
H -4.700 -3.004 4.323  0.2017
H -2.686 4.730 2.889  0.2593
O 0.895 -1.586 -0.100  -0.3173
H -2.032 -0.433 3.445  -0.1523
H 5.725 0.423 -6.151  0.4828
C -5.164 -3.704 3.501  -0.4044
H -3.765 4.536 -1.220  0.2867
C 6.134 -0.541 -6.439  -0.3691
H -3.529 2.877 0.214  0.3139
F 1.838 -2.353 -2.303  -0.3274
H -1.901 -3.610 2.083  0.2861
C 1.514 -0.394 -0.756  -0.6020
H -6.766 1.725 -1.454  0.3829
C 2.295 1.451 -3.529  0.6398


(4)
C22H62Br6N11O7P3 | ωB97M-V with the def2-TZVPD basis set

Its total charge is 0. The total energy is -502658.478 eV.

Last column: Mulliken charge in e.
CARTESIAN COORDINATES (ANGSTROEM)
H -8.135 -0.520 -11.478  0.4336
O -3.655 4.544 1.266  -0.4694
H 2.316 0.478 4.902  0.3462
H -2.427 -0.699 5.872  0.4219
H 8.382 -1.867 -0.812  0.3317
H -5.478 4.109 3.236  0.2585
Br -2.899 -2.212 -2.212  -0.0217
C 2.326 -0.147 5.795  -1.1376
H 0.749 -3.426 8.240  0.3760
C -7.260 1.527 -6.411  -1.0840
H -2.421 -0.038 -1.013  0.3868
H 8.225 -2.237 4.705  0.2489
H -8.327 2.366 -9.594  0.3379
N -7.857 1.288 -7.792  0.2476
H 9.137 2.355 3.196  0.4177
H -7.936 -3.381 -6.477  0.3382
H -1.065 0.457 4.529  0.3420
H -6.540 -2.262 -8.559  0.3388
P 9.133 -0.695 2.125  0.3821
H -7.875 2.311 -5.968  0.3396
H 9.254 -0.365 -0.720  0.3572
C 6.452 -0.680 1.208  -0.8041
C 8.052 -2.764 3.766  -0.9095
Br 2.444 -5.868 -5.310  -0.0076
H 9.619 1.180 4.943  0.3264
N 0.683 -1.325 8.539  0.1820
H 1.626 -0.974 5.678  0.3404
Br 2.657 -2.613 -5.289  0.0031
H 0.386 -2.606 6.777  0.3176
C -8.598 -2.783 -7.104  -0.9672
N 1.968 0.552 7.070  0.3056
H 6.389 -1.285 2.112  0.0956
H 2.813 1.867 8.483  0.2703
H 7.870 1.916 2.058  0.3618
H -6.170 -1.993 -6.807  0.3966
O 1.547 4.786 0.066  -0.4757
H 0.723 -4.110 -4.587  0.3423
C 8.226 1.769 3.078  -1.1699
P 0.432 0.310 7.882  0.3781
C 1.280 -1.322 9.869  -0.9853
H 7.453 2.152 3.743  0.3331
N 8.988 -2.272 2.767  0.1945
H -1.717 -1.780 7.032  0.2631
N -4.866 4.342 1.217  0.7455
H 10.565 -3.617 2.704  0.3034
H 5.964 -1.049 0.306  0.4657
O -5.387 3.561 0.412  -0.4893
C 1.019 5.692 -1.975  -0.7218
O -10.300 -0.052 -7.394  -0.8208
H 8.471 0.052 5.432  0.3171
H 0.143 5.277 -2.474  0.2736
H 0.640 -0.754 10.545  0.2783
H -5.500 5.832 2.505  0.2640
C 1.473 -4.170 -5.376  -0.3167
N -8.946 -0.519 -9.652  0.2569
C 9.155 0.253 4.607  -1.2129
H -10.433 -0.968 -11.144  0.3403
H -9.556 -2.621 -6.609  0.3137
C 9.782 -3.229 2.053  -1.1398
N 7.910 -0.689 0.905  0.2512
C 0.955 -2.501 7.701  -1.0505
H -1.567 1.694 5.764  0.3730
H 9.908 -0.531 4.687  0.4449
P -8.930 -0.109 -7.960  0.4794
C -7.764 -0.517 -10.452  -1.0035
H -7.107 0.585 -5.885  0.3582
H -2.402 -0.194 7.609  0.3417
N -7.977 -1.442 -7.379  0.2305
H 7.632 -0.267 -1.222  0.4385
H 7.005 -2.643 3.489  0.2642
N -0.618 0.084 6.543  0.3134
Br -0.136 -1.243 -0.931  -0.0190
H -6.241 1.902 -6.511  0.3330
C -1.878 -0.724 6.813  -1.1060
C -8.107 2.536 -8.540  -1.0495
H 8.196 -3.832 3.929  0.4332
Br -1.482 0.542 -3.360  0.0098
H 0.080 1.572 5.328  0.3140
C -10.031 -1.337 -10.200  -1.0561
H 3.882 1.414 7.165  0.3710
H 1.665 6.049 -2.777  0.2972
N 8.502 0.351 3.320  0.2481
H -7.173 -1.417 -10.284  0.1800
H 3.270 -0.678 5.914  0.3455
O 2.043 3.583 -1.712  -0.4868
H -7.332 3.280 -8.358  0.3453
H 2.550 2.549 6.782  0.2799
C -0.816 0.965 5.460  -1.0630
C 8.279 -0.817 -0.538  -1.1397
H -7.187 0.391 -10.280  0.2542
H 0.799 6.602 -1.417  0.3135
H -8.720 -3.466 -7.945  0.3146
O 10.516 -0.329 1.618  -0.8474
O 0.097 1.381 8.839  -0.8103
Br 0.523 -4.122 -7.093  -0.0235
H -6.059 -0.685 -7.952  0.3755
C -5.704 4.767 2.397  -0.5929
H 9.093 -4.044 1.831  0.4486
H -10.889 -1.511 -9.550  0.3140
H 10.149 -2.778 1.131  0.3349
H 1.302 -2.350 10.231  0.3670
H -9.041 3.012 -8.241  0.3602
C 2.861 1.710 7.405  -1.0166
H 6.032 0.314 1.365  0.2251
H 2.315 -0.983 9.823  0.3020
N 1.492 4.554 -1.104  0.7994
H -9.635 -2.338 -10.368  0.3719
C -1.875 -0.604 -1.768  -0.3527
C -6.625 -1.584 -7.709  -1.2787
H -6.756 4.639 2.140  0.2824
H 1.996 -2.514 7.379  0.3403


(5)
C3H17NO4 | ωB97M-V with the def2-TZVPD basis set

Its total charge is +1. The total energy is -13057.618 eV. Its multiplicity is 2.

Last column: natural (NBO) charge in e.
CARTESIAN COORDINATES (ANGSTROEM)
O 0.446 1.689 1.623  -0.9900
O 0.562 3.676 -0.400  -0.9686
H -0.997 2.187 -1.121  0.5102
H -0.593 1.000 -0.237  0.4637
H 0.210 2.448 2.162  0.4900
H 1.496 3.790 -0.621  0.4834
C 1.582 -2.236 -1.075  -0.2965
H 1.498 -1.591 0.884  0.4111
H -1.577 -0.957 -0.340  0.2627
N 2.084 -1.486 0.055  -0.2410
O -2.070 0.839 1.812  -0.9943
H 1.756 -3.309 -0.897  0.2699
H 0.436 3.331 0.493  0.4832
H -2.710 1.291 2.351  0.4955
H 2.307 -0.506 -0.152  0.4187
H -2.388 0.660 0.918  0.5024
H -0.047 0.925 1.954  0.5028
O -1.313 1.358 -0.764  -0.9718
H -1.515 -2.600 -0.069  0.2503
H 0.197 -0.825 -1.805  0.2365
H -0.394 -2.483 -2.053  0.2739
H -0.370 -1.520 0.793  0.1773
H 2.147 -2.100 -2.011  0.2591
C 0.101 -1.822 -1.342  -0.3866
C -0.849 -1.759 -0.155  -0.6419


(6)
C5H13NO | ωB97M-V with the def2-TZVPD basis set

As for the SMILES: C/C=C/CNC.O. Its total charge is 0. The total energy is -8930.701 eV.

Last column: natural (NBO) charge in e.
CARTESIAN COORDINATES (ANGSTROEM)
H -1.013 -1.082 2.613  0.3657
C -0.513 0.294 -1.593  -0.1828
H 1.207 -1.034 2.788  0.2011
N -0.507 -0.552 1.860  -0.6340
H 0.345 -0.286 -3.513  0.2100
H -1.943 0.145 0.654  0.2079
H 0.483 -1.486 -0.689  0.2264
C -0.299 -0.628 -0.713  -0.2230
H 1.230 -2.078 1.215  0.1459
C 0.632 0.427 -2.666  -0.6577
H 1.451 -0.288 1.329  0.1842
C 0.856 -1.060 1.833  -0.4096
H -1.336 1.057 -1.750  0.2272
O -0.081 2.578 1.363  -0.9486
H 1.667 0.320 -2.429  0.2171
H 0.224 2.850 0.489  0.4634
H 0.687 1.319 -3.204  0.2117
C -1.218 -0.642 0.523  -0.2670
H 0.026 1.640 1.417  0.4814
H -1.897 -1.494 0.473  0.1806